[1]
# C43H105Cl2F5NO16PS

A cluster of 12 separate species, C43H105Cl2F5NO16PS in total in a non-equilibrium geometry (ωB97M-V with the def2-TZVPD basis set, the Open Molecules 2025 dataset).

Output
LUMO: 0.009 eV
total charge: 0
orbital gap: 9.03 eV
electronic energy: -5119.03238 Eh

Each line ends with the Löwdin charge.
CARTESIAN COORDINATES (ANGSTROEM)
N  -1.717  -0.052  -0.491  0.02
C  -2.918  0.817  -0.804  -0.18
C  -2.612  1.709  -2.090  -0.24
O  -3.846  2.454  -2.375  -0.21
C  -4.777  1.650  -3.119  -0.40
P  -6.548  1.702  -2.369  0.65
O  -6.382  2.676  -0.972  -0.37
Cl  -6.987  -0.283  -1.738  0.18
C  -1.470  2.798  -1.833  -0.23
C  -1.797  3.682  -0.550  -0.11
C  -1.049  3.232  0.791  -0.22
C  0.042  4.313  1.288  -0.53
Cl  1.774  3.790  0.949  0.52
O  -0.128  2.271  -1.733  -0.16
C  0.248  1.527  -2.878  -0.22
S  2.037  1.019  -2.576  0.86
O  2.155  0.829  -1.078  -0.34
O  2.992  2.127  -2.932  -0.31
C  2.462  -0.618  -3.365  -0.34
F  1.582  -0.862  -4.445  0.06
F  2.240  -1.635  -2.405  0.05
C  3.986  -0.686  -3.890  -0.37
F  3.999  0.005  -5.123  0.09
F  4.896  -0.119  -3.014  0.14
F  4.326  -2.040  -4.095  0.10
H  -1.936  -0.976  -0.899  0.07
H  -1.733  -0.204  0.534  0.08
H  -3.164  1.413  0.135  0.12
H  -3.826  0.150  -1.018  0.11
H  -2.437  1.070  -3.032  0.15
H  -4.507  0.547  -3.194  0.08
H  -4.906  2.020  -4.202  0.10
H  -5.883  2.171  -0.289  0.05
H  -1.497  3.506  -2.743  0.17
H  -1.545  4.774  -0.788  0.11
H  -2.919  3.655  -0.335  0.12
H  -0.563  2.208  0.751  0.10
H  -1.820  3.181  1.644  0.11
H  -0.093  5.337  0.817  0.07
H  -0.103  4.457  2.412  0.08
H  0.252  2.107  -3.855  0.14
H  -0.328  0.544  -3.003  0.12
C  -10.220  2.666  1.127  -0.06
C  -10.102  1.309  0.449  -0.49
C  -9.588  0.251  1.412  -0.06
O  -9.213  1.408  -0.659  -0.14
H  -9.244  3.008  1.487  0.08
H  -10.578  3.418  0.420  0.08
H  -10.910  2.625  1.974  0.08
H  -11.078  1.009  0.058  0.14
H  -8.590  0.512  1.780  0.06
H  -9.497  -0.715  0.909  0.08
H  -10.258  0.138  2.269  0.08
H  -8.347  1.673  -0.322  0.01
C  2.271  -4.932  -1.838  -0.04
C  1.579  -5.665  -2.977  -0.49
C  2.574  -6.090  -4.046  -0.05
O  0.591  -4.816  -3.558  -0.06
H  2.758  -4.022  -2.199  0.06
H  1.543  -4.623  -1.083  0.08
H  3.023  -5.565  -1.361  0.07
H  1.062  -6.546  -2.586  0.13
H  3.071  -5.218  -4.484  0.08
H  2.062  -6.605  -4.863  0.08
H  3.336  -6.757  -3.635  0.07
H  1.039  -4.034  -3.907  0.08
C  -5.733  1.034  5.461  -0.06
C  -6.293  0.628  4.107  -0.50
C  -7.173  -0.607  4.219  -0.06
O  -5.217  0.366  3.207  -0.06
H  -5.111  0.237  5.880  0.08
H  -5.094  1.916  5.364  0.08
H  -6.535  1.259  6.169  0.08
H  -6.873  1.455  3.687  0.13
H  -6.601  -1.462  4.595  0.08
H  -7.559  -0.893  3.237  0.06
H  -8.018  -0.431  4.889  0.08
H  -4.697  -0.364  3.569  0.09
C  2.828  7.981  4.425  -0.06
C  2.239  6.669  3.932  -0.50
C  3.298  5.579  3.858  -0.07
O  1.667  6.862  2.638  -0.08
H  3.608  8.340  3.745  0.08
H  2.059  8.758  4.462  0.08
H  3.261  7.870  5.423  0.08
H  1.434  6.354  4.600  0.11
H  4.094  5.854  3.158  0.08
H  2.863  4.646  3.492  0.04
H  3.744  5.396  4.840  0.08
H  2.372  7.141  2.040  0.09
C  6.369  -1.967  -7.646  -0.06
C  5.138  -2.211  -8.504  -0.50
C  4.678  -0.934  -9.188  -0.06
O  4.084  -2.718  -7.687  -0.06
H  6.156  -1.240  -6.855  0.07
H  6.682  -2.890  -7.151  0.08
H  7.202  -1.593  -8.247  0.08
H  5.360  -2.972  -9.257  0.14
H  4.406  -0.172  -8.450  0.08
H  3.786  -1.122  -9.792  0.08
H  5.459  -0.529  -9.836  0.08
H  3.881  -2.052  -7.018  0.07
C  -2.771  8.317  -1.636  -0.06
C  -2.625  7.139  -2.586  -0.50
C  -3.203  7.457  -3.956  -0.06
O  -3.294  6.003  -2.041  -0.07
H  -3.826  8.569  -1.487  0.08
H  -2.362  8.070  -0.653  0.08
H  -2.253  9.200  -2.019  0.08
H  -1.568  6.876  -2.685  0.14
H  -4.272  7.680  -3.886  0.08
H  -3.101  6.599  -4.625  0.08
H  -2.697  8.314  -4.409  0.08
H  -4.230  6.225  -1.949  0.10
C  4.805  -0.351  2.474  -0.06
C  3.572  -1.235  2.583  -0.50
C  2.879  -1.385  1.238  -0.06
O  2.664  -0.669  3.525  -0.06
H  4.534  0.656  2.140  0.08
H  5.287  -0.243  3.449  0.08
H  5.530  -0.768  1.769  0.06
H  3.859  -2.221  2.960  0.13
H  2.543  -0.414  0.863  0.06
H  1.989  -2.013  1.333  0.08
H  3.546  -1.833  0.497  0.07
H  2.405  0.203  3.200  0.09
C  -2.114  -5.454  -1.173  -0.06
C  -1.517  -5.118  0.185  -0.50
C  -0.882  -6.341  0.828  -0.06
O  -2.541  -4.609  1.040  -0.06
H  -2.901  -6.209  -1.078  0.08
H  -2.577  -4.569  -1.619  0.08
H  -1.350  -5.830  -1.857  0.06
H  -0.767  -4.330  0.072  0.13
H  -1.626  -7.127  0.992  0.08
H  -0.468  -6.088  1.807  0.08
H  -0.081  -6.744  0.203  0.07
H  -3.209  -5.298  1.146  0.08
C  3.728  -9.828  -0.631  -0.06
C  3.543  -8.371  -0.235  -0.50
C  4.784  -7.817  0.446  -0.06
O  2.428  -8.258  0.648  -0.06
H  3.912  -10.451  0.250  0.08
H  2.824  -10.214  -1.109  0.08
H  4.567  -9.945  -1.322  0.08
H  3.316  -7.775  -1.123  0.11
H  5.005  -8.370  1.365  0.09
H  4.631  -6.776  0.734  0.06
H  5.654  -7.873  -0.212  0.08
H  2.619  -8.781  1.437  0.09
C  -0.339  5.810  8.241  -0.06
C  -0.882  5.414  6.877  -0.49
C  -1.769  4.182  6.971  -0.06
O  0.205  5.150  5.992  -0.07
H  0.274  5.008  8.665  0.08
H  0.306  6.689  8.157  0.08
H  -1.149  6.036  8.939  0.08
H  -1.451  6.245  6.453  0.14
H  -1.206  3.324  7.352  0.08
H  -2.143  3.902  5.983  0.08
H  -2.622  4.360  7.631  0.08
H  0.716  4.416  6.357  0.10
C  8.702  -4.541  1.457  -0.06
C  7.467  -4.799  0.608  -0.49
C  6.993  -3.527  -0.080  -0.06
O  6.422  -5.310  1.432  -0.07
H  8.487  -3.813  2.246  0.08
H  9.024  -5.460  1.953  0.08
H  9.528  -4.164  0.849  0.08
H  7.690  -5.561  -0.144  0.14
H  6.720  -2.764  0.657  0.07
H  6.099  -3.725  -0.677  0.08
H  7.768  -3.119  -0.734  0.08
H  6.216  -4.644  2.100  0.09



[2]
# C43H118N20O19

A cluster of 13 separate species, C43H118N20O19 in total in a non-equilibrium geometry (ωB97M-V with the def2-TZVPD basis set, the Open Molecules 2025 dataset).

Output
LUMO (spin up / spin down): -2.119 / -7.293 eV
spin multiplicity: 2
total charge: +1
orbital gap (spin up / spin down): 7.60 / 2.43 eV
electronic energy: -4233.24851 Eh

Each line ends with the Löwdin charge.
CARTESIAN COORDINATES (ANGSTROEM)
C  3.637  -9.794  -5.496  -0.11
O  4.525  -10.385  -4.539  -0.19
C  5.736  -9.653  -4.419  -0.20
C  5.648  -8.681  -3.164  -0.17
N  4.552  -7.631  -3.139  -0.04
C  4.621  -6.911  -1.815  -0.19
C  3.872  -5.498  -1.759  -0.25
O  4.229  -4.688  -2.849  -0.20
C  3.679  -3.302  -2.736  -0.05
H  2.667  -10.280  -5.599  0.08
H  4.101  -10.106  -6.432  0.08
H  3.449  -8.725  -5.395  0.07
H  6.086  -9.114  -5.299  0.11
H  6.532  -10.341  -4.134  0.11
H  6.571  -8.100  -3.145  0.10
H  5.541  -9.204  -2.213  0.11
H  4.779  -6.991  -3.886  0.09
H  5.537  -6.497  -1.391  0.11
H  4.097  -7.368  -0.976  0.11
H  4.085  -4.931  -0.853  0.09
H  2.828  -5.803  -1.825  0.10
H  4.364  -2.814  -3.429  0.09
H  3.950  -2.761  -1.829  0.05
H  2.615  -3.269  -2.969  0.08
C  1.843  -0.100  -2.429  -0.12
O  0.718  -0.476  -1.734  -0.21
C  -0.614  0.022  -2.153  -0.13
C  -1.738  -0.553  -1.239  -0.15
N  -2.089  0.423  -0.138  -0.08
C  -3.125  -0.102  0.707  -0.17
C  -3.205  0.743  2.094  -0.17
O  -2.192  0.285  2.946  -0.22
C  -1.978  0.920  4.270  -0.03
H  2.696  -0.754  -2.245  0.07
H  2.032  0.966  -2.302  0.09
H  1.676  -0.354  -3.476  0.08
H  -0.729  -0.130  -3.226  0.10
H  -0.648  1.096  -1.969  0.10
H  -1.313  -1.450  -0.788  0.10
H  -2.575  -0.940  -1.820  0.10
H  -1.254  0.361  0.427  0.09
H  -2.828  -1.102  1.024  0.08
H  -4.039  -0.069  0.113  0.09
H  -4.169  0.656  2.594  0.10
H  -3.088  1.822  1.988  0.11
H  -1.751  1.979  4.142  0.06
H  -1.105  0.556  4.811  0.08
H  -2.850  0.839  4.918  0.05
C  6.585  5.944  2.644  -0.14
O  5.719  5.605  1.592  -0.21
C  4.885  6.697  1.099  -0.20
C  4.064  6.302  -0.123  -0.20
N  3.052  5.348  0.220  -0.07
C  2.065  6.049  1.061  -0.20
C  0.670  5.534  0.652  -0.15
O  0.637  4.089  0.893  -0.22
C  -0.534  3.274  0.747  -0.10
H  7.373  6.686  2.514  0.09
H  7.134  5.031  2.875  0.08
H  6.001  6.153  3.540  0.08
H  5.598  7.477  0.833  0.12
H  4.383  6.994  2.020  0.11
H  4.870  5.862  -0.710  0.13
H  3.585  7.212  -0.484  0.13
H  3.197  4.549  0.820  0.12
H  2.128  7.132  0.952  0.12
H  2.196  5.961  2.139  0.11
H  0.593  5.595  -0.434  0.11
H  -0.183  6.057  1.084  0.11
H  -1.025  3.069  1.698  0.06
H  -0.246  2.358  0.232  0.06
H  -1.311  3.646  0.079  0.07
C  0.136  -1.800  2.441  -0.11
O  1.114  -2.676  1.898  -0.19
C  2.444  -2.212  2.071  -0.21
C  3.301  -3.004  1.016  -0.19
N  4.742  -2.820  1.199  -0.07
C  5.180  -1.455  1.067  -0.20
C  6.716  -1.392  1.120  -0.22
O  7.204  -2.066  0.021  -0.18
C  8.548  -1.776  -0.252  -0.12
H  0.280  -1.783  3.521  0.09
H  -0.859  -2.131  2.143  0.07
H  0.086  -0.782  2.052  0.07
H  2.869  -2.409  3.055  0.12
H  2.511  -1.140  1.881  0.11
H  3.006  -2.667  0.023  0.09
H  3.086  -4.055  1.211  0.12
H  5.286  -3.239  0.458  0.09
H  4.639  -0.987  1.890  0.11
H  4.790  -0.988  0.163  0.12
H  7.139  -1.804  2.036  0.13
H  7.212  -0.422  1.079  0.11
H  8.706  -0.698  -0.288  0.08
H  9.021  -2.116  -1.173  0.09
H  9.321  -1.908  0.505  0.09
C  -7.040  1.062  -3.755  -0.07
O  -6.336  -0.178  -3.799  -0.24
C  -7.317  -1.221  -3.910  -0.14
C  -6.506  -2.558  -3.880  -0.08
N  -6.184  -2.968  -2.516  0.22
C  -5.657  -4.323  -2.552  -0.10
C  -5.230  -4.678  -1.143  -0.13
O  -4.229  -3.659  -0.818  -0.27
C  -3.644  -3.839  0.433  -0.07
H  -7.928  0.975  -3.130  0.10
H  -7.326  1.242  -4.791  0.10
H  -6.468  1.923  -3.409  0.08
H  -7.771  -1.157  -4.899  0.14
H  -8.053  -1.177  -3.107  0.14
H  -5.545  -2.430  -4.379  0.14
H  -7.105  -3.342  -4.343  0.14
H  -5.621  -2.274  -2.045  0.17
H  -4.701  -4.181  -3.057  0.13
H  -6.099  -5.066  -3.216  0.16
H  -4.795  -5.666  -0.997  0.14
H  -6.080  -4.542  -0.474  0.14
H  -4.498  -3.915  1.107  0.11
H  -2.836  -3.128  0.604  0.08
H  -3.199  -4.829  0.334  0.10
C  1.648  5.072  8.863  -0.10
O  1.078  4.225  7.853  -0.22
C  0.112  4.886  6.967  -0.21
C  -0.085  4.028  5.780  -0.22
N  1.092  4.067  4.880  -0.03
C  1.084  2.945  3.983  -0.22
C  1.655  1.657  4.547  -0.20
O  3.085  1.814  4.461  -0.17
C  3.660  0.909  5.343  -0.14
H  0.928  5.136  9.679  0.08
H  1.923  6.016  8.394  0.08
H  2.526  4.791  9.445  0.08
H  0.562  5.857  6.760  0.12
H  -0.757  5.066  7.599  0.12
H  -1.004  4.328  5.276  0.12
H  -0.153  3.050  6.258  0.11
H  1.913  4.068  5.468  0.11
H  1.661  3.232  3.104  0.11
H  0.049  2.830  3.663  0.08
H  1.277  0.778  4.025  0.10
H  1.344  1.536  5.584  0.11
H  3.513  1.189  6.386  0.09
H  4.737  1.056  5.268  0.09
H  3.325  -0.103  5.113  0.09
C  -5.040  1.836  6.161  -0.72
O  -5.471  1.098  5.303  0.03
N  -4.066  1.609  7.044  0.18
N  -5.413  3.093  6.221  0.17
H  -3.758  0.659  7.198  0.12
H  -4.007  2.307  7.772  0.11
H  -5.571  3.414  5.276  0.12
H  -4.945  3.762  6.816  0.11
C  1.267  1.845  -5.704  -0.79
O  2.378  2.308  -5.677  0.02
N  0.213  2.367  -5.137  0.19
N  1.020  0.759  -6.364  0.19
H  -0.654  1.849  -5.150  0.05
H  0.375  3.226  -4.631  0.11
H  0.040  0.515  -6.349  0.07
H  1.724  0.193  -6.815  0.13
C  -5.265  2.418  -0.642  -0.77
O  -5.789  1.356  -0.282  0.02
N  -5.749  3.606  -0.701  0.17
N  -4.003  2.518  -1.020  0.17
H  -5.354  3.957  -1.562  0.11
H  -6.742  3.631  -0.520  0.13
H  -3.362  1.761  -0.829  0.06
H  -3.730  3.432  -1.352  0.11
C  2.864  5.234  -3.463  -0.84
O  2.774  6.404  -3.163  0.02
N  2.895  4.299  -2.563  0.18
N  2.744  4.796  -4.624  0.18
H  2.598  3.344  -2.704  0.09
H  2.842  4.564  -1.589  0.06
H  2.829  3.809  -4.819  0.05
H  2.547  5.361  -5.438  0.13
C  -3.011  0.502  -4.994  -0.74
O  -1.961  0.486  -5.668  -0.01
N  -3.672  -0.578  -4.832  0.19
N  -3.467  1.504  -4.300  0.20
H  -3.260  -1.398  -5.254  0.09
H  -4.564  -0.530  -4.361  0.07
H  -4.377  1.423  -3.869  0.08
H  -2.847  2.275  -4.098  0.12
C  -7.669  -0.337  2.949  -0.80
O  -8.310  -1.011  2.155  -0.01
N  -6.474  -0.595  3.324  0.17
N  -8.196  0.666  3.635  0.17
H  -6.156  0.026  4.055  0.05
H  -5.996  -1.290  2.769  0.12
H  -9.135  0.969  3.421  0.12
H  -7.605  0.927  4.411  0.08
C  -1.916  -3.718  -4.007  -0.68
O  -2.787  -3.217  -4.763  -0.02
N  -1.901  -3.677  -2.680  0.18
N  -0.753  -4.164  -4.381  0.18
H  -1.090  -4.060  -2.216  0.12
H  -2.737  -3.328  -2.234  0.07
H  -0.210  -4.664  -3.691  0.11
H  -0.396  -4.133  -5.325  0.14



[3]
# C43H28GdN6OS3

A structure of composition C43H28GdN6OS3 in a non-equilibrium geometry (ωB97M-V with the def2-TZVPD basis set, the Open Molecules 2025 dataset).

Output
relative energy (zero: lowest compared OMol25 entry of this formula, charge and spin): 9.3 kcal/mol
LUMO (spin up / spin down): -3.114 / -3.112 eV
spin multiplicity: 8
total charge: +1
orbital gap (spin up / spin down): 6.04 / 6.08 eV
electronic energy: -4019.37939 Eh

Each line ends with the Löwdin charge.
CARTESIAN COORDINATES (ANGSTROEM)
Gd  0.193  0.727  -0.197  1.48
C  -0.423  -0.228  4.340  -0.03
C  0.069  -0.320  3.033  -0.15
N  -0.654  -0.045  1.968  -0.02
C  -1.948  0.347  2.132  -0.16
C  -2.522  0.511  3.419  -0.15
C  -1.708  0.202  4.529  0.01
C  -3.842  0.987  3.546  -0.05
C  -4.541  1.321  2.418  -0.07
C  -3.996  1.148  1.139  -0.03
C  -2.727  0.611  0.946  -0.24
N  -2.100  0.381  -0.251  -0.07
C  -2.728  0.334  -1.470  -0.23
C  -4.070  0.059  -1.701  -0.02
C  -4.621  0.070  -2.990  -0.07
C  -3.856  0.337  -4.092  -0.04
C  -2.469  0.521  -3.932  -0.15
C  -1.596  0.695  -5.028  0.01
C  -0.245  0.748  -4.830  -0.03
C  0.242  0.639  -3.522  -0.11
N  -0.541  0.544  -2.467  -0.02
C  -1.891  0.485  -2.637  -0.14
H  0.221  -0.473  5.172  0.11
H  1.098  -0.611  2.857  0.11
H  -2.112  0.315  5.528  0.13
H  -4.279  1.090  4.530  0.11
H  -5.542  1.724  2.507  0.11
H  -4.573  1.453  0.278  0.10
H  -4.709  -0.186  -0.865  0.10
H  -5.679  -0.131  -3.104  0.11
H  -4.291  0.377  -5.082  0.11
H  -2.016  0.764  -6.024  0.13
H  0.448  0.859  -5.652  0.11
H  1.310  0.630  -3.329  0.11
O  -0.376  2.760  -0.421  -0.31
N  -0.725  3.285  0.751  -0.20
C  -1.922  3.898  0.860  -0.01
C  -2.294  4.524  2.017  -0.04
C  -1.404  4.535  3.096  -0.04
C  -0.200  3.884  2.984  -0.07
C  0.145  3.210  1.804  -0.67
S  1.595  2.318  1.624  0.64
H  -2.531  3.869  -0.031  0.15
H  -3.260  5.001  2.077  0.12
H  -1.658  5.050  4.013  0.12
H  0.515  3.854  3.792  0.11
S  7.639  1.426  -0.719  1.06
C  8.048  3.073  -0.529  -0.40
C  6.950  3.850  -0.325  -0.17
C  5.751  3.102  -0.314  -0.11
C  5.951  1.760  -0.510  -0.48
C  4.951  0.701  -0.539  -0.18
C  3.589  1.015  -0.718  -0.09
N  2.613  0.130  -0.687  0.00
C  2.924  -1.176  -0.496  -0.15
C  4.256  -1.608  -0.379  -0.12
C  4.532  -3.008  -0.240  0.00
C  3.534  -3.916  -0.215  0.00
C  2.164  -3.508  -0.306  -0.12
C  1.098  -4.417  -0.270  0.05
C  -0.210  -3.973  -0.349  -0.18
C  -0.397  -2.580  -0.461  -0.04
N  0.582  -1.704  -0.496  0.01
C  1.859  -2.142  -0.429  -0.15
C  -1.359  -4.868  -0.319  -0.48
C  -2.690  -4.538  -0.323  -0.11
C  -3.546  -5.663  -0.287  -0.17
C  -2.860  -6.837  -0.258  -0.40
S  -1.171  -6.591  -0.286  1.07
C  5.265  -0.638  -0.392  0.05
H  9.080  3.379  -0.582  0.07
H  6.995  4.919  -0.181  0.11
H  4.779  3.539  -0.131  0.11
H  3.293  2.041  -0.895  0.11
H  5.567  -3.316  -0.159  0.12
H  3.749  -4.973  -0.119  0.12
H  1.312  -5.475  -0.176  0.11
H  -1.398  -2.168  -0.530  0.11
H  -3.059  -3.522  -0.336  0.11
H  -4.624  -5.600  -0.282  0.11
H  -3.255  -7.840  -0.225  0.07
H  6.297  -0.945  -0.271  0.11